[1]
DFT (the ωB97M-V functional and the def2-TZVPD basis) results for a single C3H5N3O molecule.

```
12
Properties=species:S:1:pos:R:3:mulliken_charge:R:1
N 0.6346 1.6188 -0.0692 -0.194
C 0.4739 0.1471 -0.0560 0.801
C 1.7238 0.5499 -0.1698 -0.392
O 1.0810 -2.2695 0.0712 -0.426
N -0.1458 -2.0839 0.0494 -0.218
C -0.5432 -0.7680 0.0196 -0.313
N -1.9182 -0.4092 0.0755 -0.598
H 0.3945 2.1056 0.7938 0.269
H 0.3957 2.1424 -0.9078 0.272
H 2.6614 0.5241 0.3595 0.230
H -2.3579 -0.4804 -0.8387 0.251
H -2.3999 -1.0769 0.6726 0.318
```

Total charge ... 0
E_HOMO (spin up / spin down) ... -7.649 / -7.647 eV
Structure (SMILES) ... N/C(=N/[O-])C1=C[NH2+]1
HOMO-LUMO gap (spin up / spin down) ... 7.95 / 7.95 eV


[2]
DFT (the ωB97M-V functional and the def2-TZVPD basis) results for a single C3H5N3O molecule at a distorted geometry.

```
12
Properties=species:S:1:pos:R:3:mulliken_charge:R:1
C -1.1427 1.0875 -0.7484 -0.619
C 0.2941 0.2412 1.3356 -0.038
C 0.6847 -0.7119 -0.5940 0.339
H -1.8136 1.7031 -0.0669 0.298
H -0.7831 1.7360 -1.4758 0.221
H -1.6110 0.0341 -1.1642 0.273
H -0.0482 0.8772 2.1364 0.401
H 1.7403 -2.1691 0.4275 0.243
N 0.0380 0.4425 -0.0175 -0.040
N 0.9562 -0.8058 1.5829 -0.621
N 1.3168 -1.2795 0.3152 0.222
O 0.3685 -1.1554 -1.7309 -0.680
```

Total charge ... 0
E_HOMO ... -9.070 eV
Structure (SMILES) ... Cn1cn[nH]c1=O
HOMO-LUMO gap ... 9.92 eV


[3]
DFT (the ωB97M-V functional and the def2-TZVPD basis) results for 2 unconnected molecules or ions with the total composition C3H5N3O at a distorted geometry.

```
12
Properties=species:S:1:pos:R:3:mulliken_charge:R:1
N -1.7978 -0.8679 0.9451 -0.475
C -0.6372 -1.4718 1.2416 0.439
N 0.3908 -1.9415 1.5179 -0.487
C 1.6763 0.5115 -0.0724 -0.431
O 1.7835 -0.6047 -0.7310 -0.311
C 0.7404 1.4332 -0.7456 0.234
N -0.5272 1.3186 -0.6236 -0.587
H -2.5258 -1.4959 0.6333 0.263
H -1.6369 -0.0545 0.3389 0.372
H 2.3112 -1.2209 -0.1921 0.435
H 1.2281 2.3098 -1.1935 0.366
H -1.0031 2.1356 -1.0046 0.181
```

Total charge ... 0
E_HOMO ... -9.024 eV
HOMO-LUMO gap ... 9.33 eV


[4]
DFT (the ωB97M-V functional and the def2-TZVPD basis) results for 2 unconnected molecules or ions with the total composition C3H5N3O at a distorted geometry.

```
12
Properties=species:S:1:pos:R:3:mulliken_charge:R:1
N 0.5698 -1.2603 1.6067 -0.492
C -0.4985 -0.5270 1.9521 0.478
N -1.4526 0.0879 2.2079 -0.518
C -1.0946 0.8783 -1.0439 -0.416
O -0.6863 1.6989 -0.1224 -0.319
C 0.0586 0.3477 -1.8030 0.208
N 0.8365 -0.5162 -1.2709 -0.585
H 1.3577 -1.1591 2.2333 0.260
H 0.8080 -1.1386 0.6120 0.384
H -1.4394 1.9059 0.4617 0.435
H 0.0751 0.6046 -2.8702 0.374
H 1.4657 -0.9220 -1.9632 0.190
```

Total charge ... 0
E_HOMO ... -9.113 eV
HOMO-LUMO gap ... 9.26 eV


[5]
DFT (the ωB97M-V functional and the def2-TZVPD basis) results for a single C3H5N3O molecule.

```
12
Properties=species:S:1:pos:R:3:mulliken_charge:R:1
O 0.4160 2.2244 -1.2985 -0.513
C -0.2921 1.5859 -0.2606 -0.486
C -0.0228 0.1224 -0.0633 0.628
N -0.8639 -0.8464 -0.3859 -0.682
N -0.3348 -1.9078 0.2565 0.179
C 0.7688 -1.5393 0.9344 -0.043
N 1.0119 -0.2697 0.7336 -0.545
H 0.1378 1.8271 -2.1323 0.326
H -1.3807 1.7275 -0.3305 0.259
H 0.0633 2.0473 0.6641 0.238
H -0.8261 -2.7870 0.2795 0.221
H 1.3224 -2.1844 1.6029 0.418
```

Total charge ... 0
E_HOMO ... -10.139 eV
Structure (SMILES) ... OCc1nc[nH]n1
HOMO-LUMO gap ... 11.01 eV


[6]
DFT (the ωB97M-V functional and the def2-TZVPD basis) results for 2 unconnected molecules or ions with the total composition C3H5N3O at a distorted geometry.

```
12
Properties=species:S:1:pos:R:3:mulliken_charge:R:1
C 1.0685 0.8270 0.0009 0.431
C -2.1970 0.0948 0.0196 0.543
C 1.0857 -1.6307 0.0337 -0.666
N 1.3370 2.0027 -0.0906 -0.559
N -2.1770 1.2842 -0.0632 -0.434
N 0.8498 -0.2811 0.4022 -0.279
O -2.2872 -1.0472 -0.1182 -0.410
H 1.8033 -2.0722 0.7269 0.275
H 0.1399 -2.1676 0.1191 0.243
H 1.4656 -1.7274 -0.9875 0.299
H 0.8301 2.6992 -0.5991 0.266
H -1.9188 2.0184 0.5562 0.292
```

Total charge ... 0
E_HOMO ... -9.719 eV
Structure (SMILES) ... CN=C=N.N=C=O
HOMO-LUMO gap ... 10.39 eV


[7]
DFT (the ωB97M-V functional and the def2-TZVPD basis) results for a molecular structure, C3H5N3O at a distorted geometry.

```
12
Properties=species:S:1:pos:R:3:mulliken_charge:R:1
C 0.4861 -0.0825 0.4114 0.182
C -0.0467 1.0167 0.8469 -0.410
C -0.1943 -0.1328 -0.8395 0.373
H 1.8407 -1.5893 0.2418 0.309
H 0.0770 -2.0152 1.1935 0.329
H -0.2204 1.1686 2.0243 0.219
H -1.0759 2.7398 0.2273 0.323
H -0.5594 -1.3876 -2.3345 0.410
N 1.1220 -1.2877 0.9549 -0.664
N -0.8808 1.6315 0.0827 0.182
N -0.9708 0.9592 -1.0844 -0.726
O 0.4225 -1.0206 -1.7245 -0.526
```

Total charge ... 0
E_HOMO ... -8.925 eV
HOMO-LUMO gap ... 9.33 eV


[8]
DFT (the ωB97M-V functional and the def2-TZVPD basis) results for 2 unconnected molecules or ions with the total composition C3H5N3O at a distorted geometry.

```
12
Properties=species:S:1:pos:R:3:mulliken_charge:R:1
N -1.6059 -0.2096 0.6522 -0.722
C -0.3472 -0.0320 0.7074 0.691
C 0.3941 0.6858 1.7196 -0.385
O 1.6332 0.6466 1.4128 -0.074
N 1.9480 -0.0079 0.2276 -0.471
C 0.7348 -0.4338 -0.2476 0.514
N 0.4434 -1.0204 -1.3515 -0.624
H -1.6464 0.7702 -1.6748 0.140
H -1.8061 -0.7886 -0.1714 0.367
H 0.1003 1.1997 2.6251 0.452
H -1.1170 0.3216 -1.9585 -0.119
H 1.2689 -1.1315 -1.9407 0.231
```

Total charge ... 0
E_HOMO (spin up / spin down) ... -8.765 / -9.604 eV
HOMO-LUMO gap (spin up / spin down) ... 6.72 / 8.11 eV


[9]
DFT (the ωB97M-V functional and the def2-TZVPD basis) results for 2 unconnected molecules or ions with the total composition C3H5N3O at a distorted geometry.

```
12
Properties=species:S:1:pos:R:3:mulliken_charge:R:1
O 1.8924 0.7415 -0.8079 -0.500
C 1.5256 0.7782 0.5429 -0.438
C 0.4871 -0.2028 0.9348 0.313
N -0.2796 -1.0676 0.7424 0.530
N -1.2905 -1.7957 0.5356 -1.027
C -2.0269 0.3079 -1.1289 0.138
N -1.1616 1.0702 -1.1677 -0.478
H 1.1150 1.0269 -1.3129 0.387
H 1.1577 1.7691 0.8429 0.263
H 2.4233 0.5720 1.1316 0.324
H -1.0479 -2.7637 0.7419 0.205
H -2.7946 -0.4360 -1.0548 0.282
```

Total charge ... 0
E_HOMO ... -8.624 eV
HOMO-LUMO gap ... 9.60 eV


[10]
DFT (the ωB97M-V functional and the def2-TZVPD basis) results for a single C3H5N3O molecule.

```
12
Properties=species:S:1:pos:R:3:mulliken_charge:R:1
C 1.8951 -0.1621 0.0158 -0.946
C 0.4144 -0.1251 0.1650 0.581
N -0.2765 -1.1560 0.5220 -0.635
N -1.5840 -0.7682 0.3797 0.119
C -1.7404 0.4881 -0.1692 0.321
O -2.7530 1.0678 -0.5063 -0.621
N -0.4000 0.9190 -0.2110 -0.101
H 2.1557 -0.1744 -1.0499 0.258
H 2.2402 -1.0955 0.4654 0.291
H 2.4061 0.6799 0.4920 0.313
H -2.2896 -1.4825 0.4462 0.239
H -0.0680 1.8089 -0.5499 0.182
```

Total charge ... 0
E_HOMO ... -8.840 eV
Structure (SMILES) ... Cc1n[nH]c(=O)[nH]1
HOMO-LUMO gap ... 9.60 eV


[11]
DFT (the ωB97M-V functional and the def2-TZVPD basis) results for a single C3H5N3O molecule at a distorted geometry.

```
12
Properties=species:S:1:pos:R:3:mulliken_charge:R:1
O 2.3397 0.2728 -0.5057 -0.524
C 1.4672 0.3021 0.5866 -0.376
C 0.0237 0.1834 0.1571 0.418
N -0.2784 -0.2207 -1.0128 -0.132
N -1.5773 -0.4283 -1.3311 -0.548
C -2.0160 0.6279 1.6223 -0.009
N -0.9796 0.4682 1.0800 -0.141
H 1.9372 -0.2968 -1.1773 0.349
H 1.6143 1.2489 1.1186 0.296
H 1.6814 -0.5086 1.3039 0.225
H -1.7132 -0.3828 -2.3295 0.259
H -2.2542 0.1244 -0.8090 0.184
```

Total charge ... 0
E_HOMO ... -9.550 eV
HOMO-LUMO gap ... 10.22 eV


[12]
DFT (the ωB97M-V functional and the def2-TZVPD basis) results for a gas-phase ion, C3H5N3O (charge +2) at a distorted geometry.

```
12
Properties=species:S:1:pos:R:3:mulliken_charge:R:1
C 2.2445 -1.7162 -0.0275 -0.104
C -0.9049 -0.1717 0.0797 0.661
C -1.6206 1.1457 0.0483 -1.012
N 0.4542 -0.1608 0.2169 -0.066
N 1.2754 -0.9960 0.0807 0.281
N -1.5924 -1.2140 0.0056 0.562
O -2.3310 -2.0708 -0.0176 -0.099
H 2.8515 -1.7875 -0.9395 0.334
H -1.8091 1.4563 -0.9850 0.351
H -0.9518 1.8718 0.5265 0.342
H -2.5748 1.1528 0.5791 0.419
H 2.6447 -2.3300 0.7898 0.330
```

Total charge ... +2
E_HOMO ... -21.521 eV
HOMO-LUMO gap ... 8.69 eV


ΔE to the lowest compared entry with this formula, charge and spin list, top to bottom, in kJ/mol: 644.3 211.8 414.5 410.3 125.0 161.2 557.1 564.6 430.6 30.7 303.7 346.2